1.
The following is a quantum chemistry calculation of a 2-piece molecular cluster, C3H3BrO overall at a distorted geometry, from the OMol25 dataset.

Element x y z (Å)
C (-1.53906, -0.46774, 0.90174)
C (-0.86799, -0.03907, -0.00494)
C (0.01784, 0.66802, -0.91066)
O (1.02072, 1.27822, -0.65200)
Br (3.82720, 0.52744, 0.14862)
H (-2.07280, -0.70058, 1.74087)
H (-0.45824, 0.65130, -1.99551)
H (2.49854, 0.97859, -0.10401)

Properties
SMILES = C#CC=O.Br
Kohn-Sham gap = 9.31 eV


2.
The following is a quantum chemistry calculation of one molecule with the formula C3H3BrO2 at a distorted geometry, from the OMol25 dataset.

Element x y z (Å)
C (-1.01052, -0.98210, 0.62976)
C (1.45275, 0.45658, -0.91321)
C (-0.84257, 0.31827, 0.43327)
O (1.92031, -0.59422, -0.58247)
O (0.15612, 0.85671, -0.83958)
Br (-1.56716, 1.72065, 1.28172)
H (-1.57271, -1.26749, 1.51004)
H (-0.55990, -1.79549, -0.04187)
H (2.02368, 1.28709, -1.47765)

Properties
SMILES = C=C(Br)OC=O
Kohn-Sham gap = 10.67 eV


3.
The following is a quantum chemistry calculation of one molecule with the formula C3H3BrO2 at a distorted geometry, from the OMol25 dataset.

Element x y z (Å)
C (-0.19936, -1.44689, -0.23484)
C (-0.35106, 1.19121, 0.35958)
C (0.27420, -0.04772, -0.10776)
O (-1.38600, -1.72695, -0.35869)
O (0.49081, 0.43537, 1.18400)
Br (1.86066, 0.27761, -1.42749)
H (0.68047, -1.98583, -0.15437)
H (0.02487, 2.21484, 0.21882)
H (-1.39459, 1.08836, 0.52076)

Properties
SMILES = O=C[C@@]1(Br)CO1
Kohn-Sham gap = 10.39 eV


4.
The following is a quantum chemistry calculation of one molecule with the formula C3H3Cl2NO at a distorted geometry, from the OMol25 dataset.

Element x y z (Å)
C (-0.40299, -0.23965, -0.64731)
C (1.85575, 0.28661, 0.20868)
C (-1.78612, -0.09859, -0.23250)
N (0.55155, 0.13998, 0.28013)
O (0.14275, -0.85095, -1.57374)
Cl (-2.21029, 1.00711, 1.01195)
Cl (-2.99199, -1.37438, -0.48270)
H (2.24148, 0.18347, -0.75581)
H (2.48958, 0.56915, 1.01678)
H (0.11029, 0.37722, 1.17452)

Properties
Kohn-Sham gap (spin up / spin down) = 5.90 / 7.61 eV


Electronic energy? In order: -75246.5774; -77294.7809; -77294.4596; -31739.0212 eV.
ΔE to the lowest compared entry with this formula, charge and spin? In order: 45.03; 34.20; 41.61; 61.79 kcal/mol.